1.
Molecular formula: C26H70F6O25PS9
Method: DFT, ωB97M-V with the def2-TZVPD basis set

- HOMO level: -6.911 eV
- LUMO energy: 1.941 eV
- Energy above the lowest of the compared OMol25 structures with the same formula, charge and spin: 0.0000 eV
- Orbital gap: 0.32533 Ha
- Charge: -1

Element x y z (Å)
1 P -0.010 -0.219 0.612
2 F 0.722 -0.231 -0.825
3 F -0.314 -1.811 0.432
4 F 1.418 -0.673 1.264
5 F -0.862 -0.207 1.991
6 F 0.301 1.354 0.830
7 F -1.416 0.170 -0.112
8 O 5.155 0.224 -0.197
9 S 5.545 -0.963 0.532
10 O 6.287 -2.013 -0.096
11 O 6.389 -0.414 1.804
12 C 6.957 -1.416 2.703
13 C 8.463 -1.305 2.604
14 C 4.097 -1.607 1.346
15 H 6.558 -2.386 2.410
16 H 6.547 -1.125 3.671
17 H 8.833 -0.294 2.743
18 H 8.781 -1.707 1.641
19 H 8.937 -1.964 3.337
20 H 3.369 -1.740 0.555
21 H 3.824 -0.902 2.126
22 H 4.340 -2.519 1.890
23 O -4.627 1.960 0.506
24 S -5.220 0.819 1.133
25 O -5.518 0.856 2.551
26 O -6.610 0.407 0.450
27 C -6.630 0.480 -1.008
28 C -8.050 0.762 -1.469
29 C -4.147 -0.644 0.934
30 H -6.299 -0.487 -1.380
31 H -5.896 1.218 -1.324
32 H -8.002 0.890 -2.551
33 H -8.467 1.580 -0.888
34 H -8.645 -0.145 -1.346
35 H -4.816 -1.479 1.126
36 H -3.381 -0.427 1.671
37 H -3.809 -0.697 -0.096
38 O -4.760 -2.411 -1.669
39 S -3.891 -1.854 -2.680
40 O -4.194 -2.141 -4.070
41 O -4.037 -0.257 -2.479
42 C -3.191 0.639 -3.210
43 C -3.560 2.094 -2.998
44 C -2.205 -2.176 -2.151
45 H -3.256 0.509 -4.294
46 H -2.134 0.448 -3.013
47 H -4.423 2.421 -3.585
48 H -2.796 2.808 -3.319
49 H -3.771 2.480 -1.998
50 H -2.131 -1.916 -1.101
51 H -1.523 -1.640 -2.802
52 H -2.107 -3.250 -2.299
53 O 2.056 -0.816 -6.333
54 S 1.544 -2.132 -5.981
55 O 1.374 -3.111 -7.019
56 O 2.517 -2.768 -4.859
57 C 3.015 -1.852 -3.856
58 C 2.592 -2.338 -2.496
59 C -0.024 -1.950 -5.148
60 H 2.687 -0.828 -4.034
61 H 4.097 -1.834 -4.004
62 H 3.081 -1.834 -1.667
63 H 2.751 -3.418 -2.463
64 H 1.507 -2.267 -2.404
65 H -0.234 -2.919 -4.704
66 H -0.736 -1.726 -5.943
67 H -0.044 -1.072 -4.507
68 O 0.166 -6.570 -0.713
69 S 0.132 -5.125 -0.824
70 O 0.413 -4.486 -2.077
71 O -1.292 -4.618 -0.236
72 C -1.827 -5.282 0.913
73 C -2.275 -4.245 1.929
74 C 1.329 -4.502 0.397
75 H -1.150 -6.031 1.322
76 H -2.701 -5.826 0.545
77 H -2.959 -3.513 1.494
78 H -1.434 -3.659 2.302
79 H -2.840 -4.694 2.746
80 H 1.267 -5.179 1.244
81 H 1.061 -3.473 0.613
82 H 2.263 -4.666 -0.138
83 O 3.151 4.581 -2.804
84 S 2.147 3.543 -2.767
85 O 0.830 3.822 -3.251
86 O 2.754 2.335 -3.613
87 C 4.098 1.898 -3.268
88 C 4.790 1.323 -4.481
89 C 1.982 2.799 -1.104
90 H 3.935 1.181 -2.463
91 H 4.688 2.754 -2.940
92 H 4.882 2.128 -5.212
93 H 4.118 0.598 -4.946
94 H 5.738 0.832 -4.288
95 H 2.995 2.765 -0.709
96 H 1.605 1.799 -1.285
97 H 1.339 3.450 -0.526
98 O -5.079 5.297 -2.385
99 S -4.050 6.006 -1.689
100 O -4.345 6.581 -0.413
101 O -2.812 4.967 -1.608
102 C -1.808 5.117 -0.579
103 C -1.440 3.666 -0.295
104 C -3.329 7.212 -2.791
105 H -2.124 5.699 0.283
106 H -0.944 5.545 -1.097
107 H -0.635 3.651 0.448
108 H -1.117 3.199 -1.221
109 H -2.210 3.093 0.221
110 H -3.240 6.776 -3.782
111 H -2.441 7.688 -2.385
112 H -4.033 8.036 -2.942
113 O 3.284 -0.329 5.453
114 S 2.352 -1.405 5.204
115 O 2.644 -2.468 4.286
116 O 1.919 -2.109 6.601
117 C 1.827 -1.246 7.757
118 C 2.670 -1.843 8.871
119 C 0.756 -0.642 4.777
120 H 0.785 -1.329 8.088
121 H 1.996 -0.204 7.501
122 H 3.681 -1.447 8.735
123 H 2.720 -2.928 8.820
124 H 2.315 -1.558 9.860
125 H -0.151 -1.225 4.916
126 H 0.794 -0.291 3.750
127 H 0.656 0.202 5.460
128 C -2.415 2.586 2.965
129 S -1.027 2.618 4.181
130 O -1.048 1.274 4.884
131 C 0.389 2.473 3.057
132 H -2.535 3.579 2.535
133 H -3.305 2.301 3.517
134 H -2.085 1.872 2.212
135 H 0.515 3.322 2.375
136 H 0.359 1.583 2.432
137 H 1.297 2.511 3.660

2.
Molecular formula: C26H70F6O25PS9
Method: DFT, ωB97M-V with the def2-TZVPD basis set

- HOMO level: -6.938 eV
- LUMO energy: 1.401 eV
- Energy above the lowest of the compared OMol25 structures with the same formula, charge and spin: 3.8872 eV
- Orbital gap: 0.30648 Ha
- Charge: -1

Element x y z (Å)
1 P -0.659 0.331 0.292
2 F -1.016 -0.314 -1.128
3 F -2.238 0.663 0.644
4 F -0.853 -1.174 0.842
5 F -0.399 0.876 1.765
6 F 0.895 -0.160 0.023
7 F -0.464 1.786 -0.462
8 O -1.630 0.889 5.698
9 S -0.606 -0.183 5.676
10 O 0.826 0.149 5.533
11 O -0.874 -1.212 6.956
12 C -2.139 -1.184 7.523
13 C -2.360 -2.394 8.428
14 C -0.985 -1.422 4.295
15 H -2.924 -1.152 6.767
16 H -2.261 -0.366 8.234
17 H -1.714 -2.327 9.304
18 H -2.167 -3.367 7.975
19 H -3.393 -2.435 8.772
20 H -1.769 -2.151 4.505
21 H -0.073 -2.010 4.196
22 H -1.317 -0.855 3.426
23 O -6.063 -3.869 1.987
24 S -5.445 -2.591 1.604
25 O -5.858 -2.070 0.324
26 O -5.671 -1.421 2.755
27 C -4.938 -0.232 2.732
28 C -5.658 0.812 3.732
29 C -3.600 -2.772 1.687
30 H -4.844 0.073 1.689
31 H -3.926 -0.442 3.080
32 H -5.122 1.706 4.050
33 H -5.841 0.290 4.671
34 H -6.601 1.193 3.340
35 H -3.452 -3.212 2.673
36 H -3.141 -1.783 1.703
37 H -3.168 -3.326 0.853
38 O 4.490 1.412 -2.556
39 S 4.114 2.714 -2.059
40 O 5.114 3.631 -1.527
41 O 3.246 3.552 -3.255
42 C 3.551 3.350 -4.629
43 C 3.232 4.697 -5.296
44 C 2.639 2.507 -0.917
45 H 2.777 2.628 -4.890
46 H 4.573 2.993 -4.755
47 H 4.020 5.449 -5.248
48 H 2.261 5.076 -4.979
49 H 3.222 4.528 -6.373
50 H 1.747 2.094 -1.388
51 H 2.330 3.522 -0.666
52 H 2.972 1.956 -0.038
53 O 1.348 6.574 1.994
54 S 1.475 5.161 2.317
55 O 2.799 4.560 2.359
56 O 0.827 4.924 3.844
57 C 1.170 3.741 4.604
58 C 1.985 4.081 5.833
59 C 0.350 4.177 1.289
60 H 1.749 3.052 3.989
61 H 0.315 3.150 4.931
62 H 1.747 5.079 6.198
63 H 3.012 4.238 5.503
64 H 1.972 3.389 6.675
65 H -0.589 4.716 1.410
66 H 0.378 3.169 1.704
67 H 0.611 4.213 0.232
68 O 5.221 -1.034 3.078
69 S 4.436 -0.365 2.006
70 O 4.983 0.639 1.140
71 O 3.681 -1.503 1.029
72 C 3.314 -2.798 1.512
73 C 1.776 -2.741 1.864
74 C 2.921 0.462 2.742
75 H 3.959 -3.113 2.332
76 H 3.520 -3.548 0.749
77 H 1.414 -3.400 2.653
78 H 1.185 -2.919 0.965
79 H 1.516 -1.770 2.286
80 H 3.233 1.364 3.268
81 H 2.454 -0.214 3.459
82 H 2.255 0.520 1.881
83 O 0.971 4.020 -7.201
84 S -0.320 3.922 -6.515
85 O -1.452 3.308 -7.170
86 O -0.120 3.048 -5.121
87 C -1.238 2.360 -4.602
88 C -0.817 2.045 -3.190
89 C -0.861 5.563 -5.812
90 H -1.408 1.411 -5.112
91 H -2.138 2.975 -4.587
92 H 0.150 1.543 -3.212
93 H -1.593 1.449 -2.709
94 H -0.774 2.945 -2.577
95 H -1.132 6.207 -6.648
96 H 0.031 5.796 -5.231
97 H -1.669 5.376 -5.104
98 O 2.131 -4.111 -1.605
99 S 0.982 -4.962 -1.242
100 O 0.745 -6.247 -1.898
101 O 1.070 -5.245 0.356
102 C 0.237 -6.295 0.905
103 C -0.171 -5.936 2.278
104 C -0.451 -3.790 -1.252
105 H 0.933 -7.133 0.867
106 H -0.693 -6.388 0.344
107 H -0.896 -6.674 2.622
108 H -0.749 -5.014 2.342
109 H 0.654 -5.803 2.978
110 H -0.093 -2.786 -1.479
111 H -0.804 -3.936 -0.231
112 H -1.269 -3.951 -1.953
113 O 2.777 -0.480 -5.161
114 S 1.778 -1.163 -4.325
115 O 0.361 -0.701 -4.362
116 O 1.743 -2.826 -4.689
117 C 2.942 -3.473 -4.992
118 C 3.521 -3.202 -6.419
119 C 2.282 -1.176 -2.554
120 H 2.892 -4.561 -4.938
121 H 3.714 -3.237 -4.259
122 H 4.607 -3.278 -6.363
123 H 3.335 -2.162 -6.688
124 H 3.132 -3.820 -7.228
125 H 2.310 -0.136 -2.230
126 H 3.249 -1.676 -2.613
127 H 1.609 -1.675 -1.857
128 C -4.636 0.807 -1.852
129 S -4.926 -0.716 -2.914
130 O -6.337 -0.470 -3.466
131 C -3.648 -0.361 -4.224
132 H -5.443 0.856 -1.121
133 H -4.624 1.786 -2.331
134 H -3.641 0.692 -1.420
135 H -3.816 -0.908 -5.152
136 H -2.671 -0.740 -3.924
137 H -3.623 0.671 -4.573

3.
Molecular formula: C26H72BN8O10Pd
Method: DFT, ωB97M-V with the def2-TZVPD basis set

- HOMO level (spin up / spin down): -10.003 / -10.003 eV
- ⟨S²⟩: 2.006
- LUMO energy (spin up / spin down): -3.854 / -7.544 eV
- Spin multiplicity: 3
- Orbital gap (spin up / spin down): 0.22594 / 0.09035 Ha
- Charge: +1

Element x y z (Å)
1 Pd -0.827 -21.345 -5.891
2 B 2.279 -21.096 -4.347
3 H 2.376 -20.975 -5.415
4 H 1.652 -21.907 -4.010
5 H 3.239 -21.180 -3.863
6 H 1.844 -20.184 -3.968
7 C 13.418 -17.448 -8.044
8 O 12.178 -16.811 -8.503
9 C 11.746 -17.324 -9.760
10 C 11.201 -18.748 -9.530
11 N 10.301 -18.737 -8.435
12 C 10.141 -20.114 -8.007
13 C 9.163 -20.321 -6.881
14 O 9.840 -20.093 -5.732
15 C 9.037 -19.860 -4.514
16 H 13.435 -18.512 -7.805
17 H 13.643 -17.049 -7.055
18 H 14.215 -17.346 -8.781
19 H 12.485 -17.353 -10.561
20 H 10.988 -16.658 -10.173
21 H 12.154 -19.248 -9.355
22 H 10.730 -19.275 -10.359
23 H 10.764 -18.176 -7.734
24 H 11.124 -20.535 -7.793
25 H 9.843 -20.735 -8.853
26 H 8.770 -21.335 -6.944
27 H 8.401 -19.551 -6.999
28 H 8.441 -20.741 -4.278
29 H 8.459 -18.961 -4.729
30 H 9.650 -19.641 -3.640
31 C -0.446 -12.085 -5.833
32 O -0.134 -13.422 -5.628
33 C 1.012 -13.389 -4.821
34 C 1.818 -14.653 -5.089
35 N 2.534 -14.787 -6.362
36 C 3.598 -13.823 -6.671
37 C 3.897 -13.886 -8.178
38 O 2.735 -13.807 -8.927
39 C 3.116 -13.521 -10.284
40 H -0.621 -11.478 -4.945
41 H -1.389 -11.892 -6.345
42 H 0.129 -11.431 -6.489
43 H 0.762 -13.361 -3.761
44 H 1.713 -12.590 -5.061
45 H 1.176 -15.532 -5.142
46 H 2.416 -14.670 -4.178
47 H 2.825 -15.717 -6.626
48 H 4.511 -13.936 -6.087
49 H 3.392 -12.784 -6.415
50 H 4.338 -14.882 -8.145
51 H 4.670 -13.137 -8.354
52 H 2.483 -13.948 -11.061
53 H 4.151 -13.809 -10.468
54 H 3.204 -12.438 -10.376
55 C 2.226 -19.378 -12.411
56 O 2.195 -20.242 -13.534
57 C 1.416 -21.397 -13.496
58 C -0.056 -21.049 -13.387
59 N -0.593 -20.188 -14.506
60 C -1.001 -21.121 -15.577
61 C -1.626 -20.443 -16.836
62 O -2.247 -19.261 -16.476
63 C -3.046 -18.708 -17.444
64 H 2.178 -18.363 -12.804
65 H 3.225 -19.406 -11.975
66 H 1.482 -19.421 -11.616
67 H 1.865 -22.097 -12.791
68 H 1.562 -21.855 -14.475
69 H -0.066 -20.448 -12.477
70 H -0.608 -21.969 -13.195
71 H 0.164 -19.667 -14.925
72 H -1.775 -21.866 -15.392
73 H -0.206 -21.635 -16.118
74 H -2.358 -21.152 -17.225
75 H -0.822 -20.313 -17.560
76 H -4.090 -18.985 -17.300
77 H -2.837 -19.057 -18.456
78 H -3.074 -17.619 -17.408
79 C -5.505 -26.893 -5.534
80 O -4.586 -26.118 -4.759
81 C -3.203 -26.577 -4.684
82 C -2.523 -25.589 -3.702
83 N -2.806 -24.190 -4.065
84 C -3.028 -23.606 -2.710
85 C -3.691 -22.203 -2.630
86 O -2.938 -21.314 -3.379
87 C -3.638 -20.061 -3.346
88 H -6.386 -26.253 -5.583
89 H -5.694 -27.866 -5.080
90 H -5.086 -27.131 -6.512
91 H -2.789 -26.471 -5.687
92 H -3.203 -27.576 -4.247
93 H -1.444 -25.702 -3.607
94 H -3.071 -25.904 -2.814
95 H -3.726 -24.447 -4.392
96 H -2.088 -23.591 -2.158
97 H -3.632 -24.210 -2.034
98 H -3.759 -21.868 -1.595
99 H -4.749 -22.208 -2.890
100 H -3.447 -19.506 -4.265
101 H -3.132 -19.480 -2.575
102 H -4.713 -19.952 -3.206
103 C 1.600 -25.772 -8.131
104 O 0.822 -24.854 -7.911
105 N 1.466 -26.807 -8.970
106 N 2.795 -25.656 -7.671
107 H 2.157 -27.527 -9.126
108 H 0.594 -27.138 -9.357
109 H 2.857 -25.107 -6.825
110 H 3.373 -26.457 -7.880
111 C 2.945 -19.700 0.471
112 O 2.909 -19.540 1.685
113 N 2.694 -20.843 0.003
114 N 3.245 -18.886 -0.517
115 H 2.421 -21.561 0.660
116 H 2.659 -20.960 -1.000
117 H 3.218 -19.222 -1.469
118 H 3.438 -17.921 -0.290

What is the formula in the first record? C26H70F6O25PS9

Number 3 is which compound? C26H72BN8O10Pd

charge of number 3 (C26H72BN8O10Pd)? +1